Entry 1:
18
Properties=species:S:1:pos:R:3 method="wB97M-V/def2-TZVPD" energy_ev=-8897.591 e_above_lowest_ev=4.106 fmax_ev_per_a=2.638 smiles="C=C/C=C/NC.O" charge=0 molar_mass_g_mol=101.15
C -0.966 1.024 2.393
C -0.061 0.332 1.680
C 0.310 0.469 0.283
C 0.863 -0.645 -0.377
N 2.156 -0.744 -0.808
C 2.936 0.435 -1.207
H -0.970 0.929 3.468
H -1.500 1.844 1.912
H 0.366 -0.541 2.167
H 0.569 1.338 -0.322
H 0.255 -1.484 -0.709
H 2.304 -1.530 -1.424
H 3.972 0.134 -1.313
H 2.507 0.914 -2.097
H 2.838 1.188 -0.432
O -5.212 -1.606 -1.047
H -4.828 -1.089 -1.762
H -5.536 -0.969 -0.406

---

Entry 2:
18
Properties=species:S:1:pos:R:3 method="wB97M-V/def2-TZVPD" energy_ev=-8898.898 e_above_lowest_ev=2.800 fmax_ev_per_a=3.261 charge=0 molar_mass_g_mol=101.15
C -2.366 0.352 -0.491
N -1.156 -0.205 -1.085
C -0.418 -0.783 0.028
O -0.863 -1.558 0.857
C 0.910 -0.213 0.109
C 1.121 1.245 -0.340
C 1.793 -0.647 1.251
H -2.947 -0.403 0.051
H -2.968 0.826 -1.266
H -2.065 1.118 0.233
H -1.402 -0.880 -1.804
H 0.746 -1.249 -0.766
H 1.802 1.814 0.322
H 0.176 1.796 -0.405
H 1.551 1.246 -1.334
H 2.835 -0.347 1.085
H 1.475 -0.196 2.202
H 1.709 -1.724 1.370

---

Entry 3:
18
Properties=species:S:1:pos:R:3 method="wB97M-V/def2-TZVPD" energy_ev=-8897.829 e_above_lowest_ev=3.869 fmax_ev_per_a=2.660 smiles="C/C=C/C=C/N.O" charge=0 molar_mass_g_mol=101.15
C -3.102 -0.358 -0.178
C -1.724 0.217 -0.109
C -0.574 -0.452 -0.224
C 0.572 0.194 -0.899
C 1.813 -0.337 -0.987
N 3.132 0.205 -0.743
H -3.701 0.368 -0.749
H -3.582 -0.332 0.820
H -3.193 -1.295 -0.726
H -1.652 1.305 -0.017
H -0.479 -1.533 -0.103
H 0.394 1.040 -1.580
H 1.890 -1.414 -1.141
H 3.538 -0.500 -0.144
H 2.960 1.058 -0.230
O 1.478 0.414 2.271
H 0.951 0.283 3.050
H 1.277 1.135 1.687

---

Entry 4:
18
Properties=species:S:1:pos:R:3 method="wB97M-V/def2-TZVPD" energy_ev=-8899.750 e_above_lowest_ev=1.948 fmax_ev_per_a=1.221 smiles="C[C@@H](C=O)N(C)C" charge=0 molar_mass_g_mol=101.15
C -0.091 -1.435 -1.349
C 0.561 -0.337 -0.489
C 0.695 0.933 -1.310
O 0.977 0.946 -2.480
N 0.040 -0.159 0.845
C -1.426 -0.126 0.830
C 0.643 0.882 1.649
H 0.661 -1.745 -2.065
H -0.941 -1.047 -1.904
H -0.327 -2.265 -0.696
H 1.610 -0.658 -0.441
H 0.552 1.880 -0.765
H -1.846 0.431 -0.018
H -1.838 -1.130 0.757
H -1.805 0.287 1.763
H 1.076 0.457 2.554
H -0.020 1.682 1.950
H 1.478 1.403 1.169

---

Entry 5:
18
Properties=species:S:1:pos:R:3 method="wB97M-V/def2-TZVPD" energy_ev=-8901.109 e_above_lowest_ev=0.588 fmax_ev_per_a=0.737 smiles="CCC(=O)N(C)C" charge=0 molar_mass_g_mol=101.15
C -0.593 -2.471 -0.878
C -0.906 -1.123 -0.246
C 0.102 -0.062 -0.638
O 0.670 -0.088 -1.717
N 0.281 0.995 0.211
C 1.014 2.136 -0.298
C 0.080 0.926 1.646
H 0.185 -2.960 -0.288
H -1.453 -3.130 -0.875
H -0.191 -2.312 -1.874
H -1.087 -1.213 0.824
H -1.854 -0.750 -0.650
H 0.752 3.009 0.290
H 2.093 1.951 -0.287
H 0.740 2.272 -1.340
H -0.770 1.537 1.974
H -0.012 -0.089 2.012
H 0.949 1.371 2.134

---

Entry 6:
18
Properties=species:S:1:pos:R:3 method="wB97M-V/def2-TZVPD" energy_ev=-8899.828 e_above_lowest_ev=1.869 fmax_ev_per_a=1.220 smiles="C=C/C(C)=C/N.O" charge=0 molar_mass_g_mol=101.15
C -2.644 0.579 0.994
C -1.691 0.206 0.139
C -0.252 0.526 0.240
C 0.115 1.634 1.158
C 0.540 -0.250 -0.489
N 1.957 -0.259 -0.572
H -2.481 1.176 1.879
H -3.680 0.298 0.842
H -1.970 -0.503 -0.638
H -0.300 1.536 2.167
H -0.259 2.576 0.768
H 1.188 1.787 1.300
H 0.136 -1.016 -1.123
H 2.420 0.459 -0.023
H 2.272 -1.181 -0.274
O 1.381 -2.765 -2.356
H 1.569 -1.838 -2.542
H 1.700 -2.968 -1.471

---

Entry 7:
18
Properties=species:S:1:pos:R:3 method="wB97M-V/def2-TZVPD" energy_ev=-8896.801 e_above_lowest_ev=4.896 fmax_ev_per_a=5.486 charge=0 molar_mass_g_mol=101.15
C 1.454 -0.234 0.292
C 2.933 -0.071 0.014
C -1.713 -1.026 -0.692
C -1.768 1.178 0.585
C -1.219 -0.225 0.403
N 0.528 0.306 -0.368
O 0.629 1.004 -1.329
H 1.238 -0.834 1.204
H 3.528 -0.201 1.016
H 3.230 0.750 -0.566
H 3.415 -1.018 -0.573
H -1.621 -0.509 -1.636
H -1.270 -2.015 -0.979
H -2.794 -1.090 -0.489
H -1.247 1.873 -0.120
H -1.757 1.582 1.641
H -2.792 1.231 0.220
H -0.772 -0.699 1.378

---

Entry 8:
18
Properties=species:S:1:pos:R:3 method="wB97M-V/def2-TZVPD" energy_ev=-8897.251 e_above_lowest_ev=4.446 fmax_ev_per_a=0.550 charge=0 molar_mass_g_mol=101.15
C 1.516 -1.127 -0.040
C 0.625 -0.185 -0.830
C -0.798 -0.022 -0.290
C -1.488 -1.207 0.408
N -0.600 1.082 0.656
C 0.368 1.963 0.370
O 0.698 2.592 -0.770
H 1.533 -0.859 1.029
H 1.227 -2.195 -0.091
H 2.552 -1.068 -0.402
H 0.742 1.855 -1.419
H 0.631 -0.441 -1.903
H -1.452 0.311 -1.113
H -1.567 -2.041 -0.301
H -0.905 -1.552 1.270
H -2.505 -0.964 0.748
H -1.204 1.246 1.463
H 0.625 2.611 1.215

---

Entry 9:
18
Properties=species:S:1:pos:R:3 method="wB97M-V/def2-TZVPD" energy_ev=-8898.542 e_above_lowest_ev=3.155 fmax_ev_per_a=4.279 smiles="CNCCCC=O" charge=0 molar_mass_g_mol=101.15
C -1.475 -0.874 -2.743
N -1.013 0.172 -1.767
C -0.506 -0.339 -0.470
C -0.821 0.479 0.815
C 0.177 0.001 1.963
C 1.636 0.484 1.720
O 2.414 0.188 0.853
H -1.985 -0.170 -3.341
H -2.328 -1.458 -2.223
H -0.556 -1.352 -3.105
H -0.220 0.829 -2.179
H -0.910 -1.266 -0.123
H 0.577 -0.691 -0.594
H -1.913 0.461 1.073
H -0.714 1.569 0.644
H -0.259 0.629 2.847
H 0.069 -0.982 2.332
H 1.946 1.210 2.506

---

Entry 10:
18
Properties=species:S:1:pos:R:3 method="wB97M-V/def2-TZVPD" energy_ev=-8897.760 e_above_lowest_ev=3.937 fmax_ev_per_a=6.282 smiles="C=CC[C@@H](N)CO" charge=0 molar_mass_g_mol=101.15
C -2.886 0.224 0.518
C -1.648 0.681 0.334
C -0.247 -0.126 0.902
C 0.394 -0.719 -0.279
N 0.368 -0.274 -1.606
C 2.124 -0.220 0.288
O 2.193 1.144 -0.157
H -3.758 0.861 0.383
H -3.077 -0.765 0.929
H -1.470 1.703 0.004
H 0.233 0.625 1.524
H -0.652 -0.895 1.558
H 0.322 -1.809 -0.239
H 0.630 -0.962 -2.301
H -0.211 0.533 -1.839
H 2.391 -0.291 1.346
H 2.819 -0.851 -0.275
H 2.475 1.142 -1.090

---

Entry 11:
18
Properties=species:S:1:pos:R:3 method="wB97M-V/def2-TZVPD" energy_ev=-8900.608 e_above_lowest_ev=1.090 fmax_ev_per_a=1.656 smiles="CCN(C=O)CC" charge=0 molar_mass_g_mol=101.15
C -1.655 1.100 -1.271
C -0.607 0.073 -0.917
N 0.265 0.389 0.208
C -0.001 1.364 1.118
O 0.799 1.815 1.913
C 1.476 -0.416 0.403
C 1.029 -1.836 0.872
H -2.008 0.921 -2.289
H -2.517 0.940 -0.622
H -1.285 2.113 -1.245
H 0.011 -0.168 -1.794
H -1.003 -0.930 -0.709
H -1.053 1.690 1.072
H 2.067 0.067 1.171
H 1.895 -0.545 -0.596
H 1.724 -2.445 1.441
H 0.834 -2.411 -0.043
H 0.028 -1.718 1.288

---

Entry 12:
18
Properties=species:S:1:pos:R:3 method="wB97M-V/def2-TZVPD" energy_ev=-8899.602 e_above_lowest_ev=2.096 fmax_ev_per_a=1.069 smiles="C=C/C(C)=C/N.O" charge=0 molar_mass_g_mol=101.15
C 0.167 -1.545 2.023
C 0.038 -0.320 1.518
C 0.340 0.145 0.161
C 0.218 1.624 -0.164
C 1.003 -0.642 -0.702
N 1.196 -0.378 -2.034
H 0.529 -2.349 1.397
H -0.100 -1.706 3.053
H -0.519 0.385 2.130
H -0.417 1.858 -1.024
H 1.214 2.063 -0.290
H -0.235 2.152 0.681
H 1.469 -1.569 -0.413
H 1.061 0.563 -2.347
H 1.487 -1.157 -2.596
O -2.647 -0.011 -0.674
H -1.819 0.005 -0.152
H -2.986 0.883 -0.568

---

Entry 13:
18
Properties=species:S:1:pos:R:3 method="wB97M-V/def2-TZVPD" energy_ev=-8901.162 e_above_lowest_ev=0.535 fmax_ev_per_a=0.409 smiles="CC[C@@H](C)NC=O" charge=0 molar_mass_g_mol=101.15
C -1.794 -0.710 -0.473
C -0.952 0.573 -0.646
C 0.424 0.594 0.091
C 0.360 1.246 1.472
N 1.028 -0.734 0.177
C 1.954 -1.177 -0.721
O 2.562 -0.485 -1.512
H -2.065 -1.137 -1.441
H -1.250 -1.508 0.036
H -2.711 -0.542 0.098
H -0.758 0.733 -1.714
H -1.533 1.445 -0.308
H 1.110 1.176 -0.531
H -0.013 2.273 1.379
H -0.321 0.699 2.135
H 1.347 1.282 1.949
H 0.502 -1.455 0.656
H 2.111 -2.272 -0.647

---

Entry 14:
18
Properties=species:S:1:pos:R:3 method="wB97M-V/def2-TZVPD" energy_ev=-8899.795 e_above_lowest_ev=1.903 fmax_ev_per_a=6.283 smiles="CC[C@@H](C)NC=O" charge=0 molar_mass_g_mol=101.15
C 0.201 -2.032 0.934
C -0.782 -1.005 0.238
C 0.127 0.276 -0.010
C 0.635 0.094 -1.542
N -0.669 1.428 0.066
C -0.170 2.620 0.671
O 0.934 2.530 1.159
H 1.157 -1.511 1.082
H -0.142 -2.569 1.766
H 0.454 -2.841 0.176
H -0.955 -1.514 -0.731
H -1.676 -0.854 0.927
H 1.025 0.492 0.619
H 1.318 0.822 -1.722
H -0.249 0.079 -2.246
H 1.232 -0.826 -1.756
H -1.654 1.383 -0.301
H -0.787 3.430 0.670

---

Entry 15:
18
Properties=species:S:1:pos:R:3 method="wB97M-V/def2-TZVPD" energy_ev=-8899.520 e_above_lowest_ev=2.178 fmax_ev_per_a=0.887 smiles="C=CCNC=C.O" charge=0 molar_mass_g_mol=101.15
C 1.819 0.276 1.789
C 0.849 -0.514 1.354
C -0.621 -0.261 1.548
N -1.456 -0.482 0.380
C -1.433 0.503 -0.601
C -1.555 0.331 -1.922
H 2.879 0.049 1.706
H 1.556 1.226 2.250
H 1.082 -1.480 0.892
H -0.936 -0.931 2.350
H -0.794 0.748 1.905
H -1.348 -1.399 -0.036
H -1.463 1.514 -0.196
H -1.612 -0.625 -2.413
H -1.732 1.240 -2.480
O 1.885 -0.013 -1.979
H 0.926 -0.043 -1.877
H 2.165 0.895 -1.816

---

Entry 16:
18
Properties=species:S:1:pos:R:3 method="wB97M-V/def2-TZVPD" energy_ev=-8900.786 e_above_lowest_ev=0.912 fmax_ev_per_a=1.744 smiles="CCCNC(C)=O" charge=0 molar_mass_g_mol=101.15
C 0.794 -0.612 1.749
C 0.662 -1.658 0.627
C -0.539 -1.332 -0.385
N -0.966 0.062 -0.387
C -0.118 0.908 -1.116
C -0.581 2.342 -1.224
O 0.908 0.522 -1.641
H 0.675 -1.009 2.759
H 1.715 -0.026 1.673
H -0.013 0.169 1.676
H 1.575 -1.692 0.019
H 0.489 -2.667 1.028
H -0.153 -1.573 -1.378
H -1.421 -1.951 -0.175
H -0.989 0.418 0.597
H 0.192 3.000 -0.820
H -1.534 2.512 -0.718
H -0.696 2.588 -2.285

---

Entry 17:
18
Properties=species:S:1:pos:R:3 method="wB97M-V/def2-TZVPD" energy_ev=-8901.621 e_above_lowest_ev=0.076 fmax_ev_per_a=0.340 smiles="CNC(=O)C(C)C" charge=0 molar_mass_g_mol=101.15
C -2.490 -0.795 1.163
N -1.510 -0.402 0.174
C -0.179 -0.333 0.455
O 0.283 -0.615 1.551
C 0.698 0.179 -0.684
C 0.960 1.672 -0.439
C 2.003 -0.611 -0.742
H -3.090 -1.639 0.806
H -3.159 0.034 1.423
H -1.939 -1.099 2.056
H -1.821 -0.161 -0.754
H 0.161 0.059 -1.636
H 1.478 1.802 0.518
H 0.026 2.245 -0.401
H 1.586 2.093 -1.233
H 2.679 -0.185 -1.491
H 2.492 -0.583 0.236
H 1.822 -1.659 -1.002

---

Entry 18:
18
Properties=species:S:1:pos:R:3 method="wB97M-V/def2-TZVPD" energy_ev=-8901.107 e_above_lowest_ev=0.590 fmax_ev_per_a=0.346 smiles="CCN(C)C(C)=O" charge=0 molar_mass_g_mol=101.15
C -1.876 0.355 -0.962
C -1.463 -0.446 0.269
N -0.012 -0.376 0.461
C 0.460 0.262 1.674
C 0.763 -0.556 -0.655
C 2.162 0.025 -0.685
O 0.338 -1.152 -1.635
H -2.949 0.560 -0.964
H -1.598 -0.168 -1.875
H -1.304 1.291 -0.955
H -1.806 -1.487 0.209
H -1.918 -0.003 1.163
H -0.104 -0.131 2.527
H 1.513 0.036 1.847
H 0.332 1.354 1.663
H 2.383 0.239 -1.732
H 2.877 -0.725 -0.338
H 2.288 0.936 -0.096

---

Entry 19:
18
Properties=species:S:1:pos:R:3 method="wB97M-V/def2-TZVPD" energy_ev=-8900.033 e_above_lowest_ev=1.664 fmax_ev_per_a=2.372 smiles="C=C(CN)[C@@H](C)O" charge=0 molar_mass_g_mol=101.15
C -1.240 1.212 1.021
C -0.472 0.493 0.222
C -0.513 0.514 -1.266
N 0.458 1.399 -1.877
C 0.639 -0.467 0.813
C 0.101 -1.895 0.919
O 1.852 -0.420 0.098
H -1.112 1.202 2.091
H -2.003 1.864 0.629
H -0.403 -0.485 -1.698
H -1.566 0.873 -1.565
H 1.406 1.065 -1.737
H 0.331 2.351 -1.550
H 0.890 -0.100 1.814
H 0.861 -2.548 1.347
H -0.780 -1.920 1.554
H -0.170 -2.275 -0.067
H 1.721 -0.864 -0.750

---

Entry 20:
18
Properties=species:S:1:pos:R:3 method="wB97M-V/def2-TZVPD" energy_ev=-8897.149 e_above_lowest_ev=4.548 fmax_ev_per_a=4.422 charge=0 molar_mass_g_mol=101.15
C 1.579 1.576 0.439
N 0.162 1.218 0.404
H -0.393 1.767 1.062
H 0.043 -0.216 1.013
H 2.058 1.149 1.322
H 1.707 2.659 0.464
H 2.124 1.159 -0.410
C -0.494 -1.470 0.747
C -0.552 0.968 -0.802
C -0.474 -2.661 0.155
C -0.069 0.928 -2.047
O -1.406 -1.151 1.744
H -2.039 -1.879 1.873
H -1.609 0.809 -0.614
H 0.248 -2.887 -0.622
H -1.207 -3.437 0.369
H 0.991 0.972 -2.260
H -0.670 0.496 -2.838